# CHF3N2

One molecule with the formula CHF3N2 in a non-equilibrium geometry (ωB97M-V with the def2-TZVPD basis set, the OMol25 dataset).

Structure (XYZ):
```
7
Properties=species:S:1:pos:R:3:lowdin_charge:R:1
C 0.18384 0.23510 -0.22441 -0.136
N -0.87666 0.72251 -0.71124 0.075
N 0.16132 -0.42142 0.98534 -0.092
F -0.65451 1.52040 -1.80564 -0.063
F -1.04799 -0.95133 1.33735 0.044
F 1.03949 -1.48678 1.02682 0.021
H 1.19450 0.38152 -0.60822 0.150
```

Gap between HOMO and LUMO: 11.22 eV
ΔE to the lowest compared entry with this formula, charge and spin: 171.7 kcal/mol
Strongest force on any atom: 0.0445 hartree/bohr
SMILES string: F/N=C/N(F)F
HOMO energy: -10.87 eV
Lowest unoccupied orbital energy: 0.351 eV
E_tot: -447.58255 Ha
Spin multiplicity: 1